{"formula": "C49H126F3N14O33Ti", "method": "the ωB97M-V functional and the def2-TZVPD basis", "spin_multiplicity": 4, "gap_ev": [2.6, 6.1], "symbols": ["Ti", "C", "O", "O", "C", "F", "F", "F", "C", "C", "H", "H", "H", "H", "H", "H", "C", "C", "O", "H", "H", "H", "H", "H", "H", "C", "C", "O", "H", "H", "H", "H", "H", "H", "C", "C", "O", "H", "H", "H", "H", "H", "H", "C", "O", "C", "C", "N", "C", "C", "O", "C", "H", "H", "H", "H", "H", "H", "H", "H", "H", "H", "H", "H", "H", "H", "H", "C", "O", "C", "C", "N", "C", "C", "O", "C", "H", "H", "H", "H", "H", "H", "H", "H", "H", "H", "H", "H", "H", "H", "H", "C", "O", "C", "C", "N", "C", "C", "O", "C", "H", "H", "H", "H", "H", "H", "H", "H", "H", "H", "H", "H", "H", "H", "H", "C", "O", "C", "C", "N", "C", "C", "O", "C", "H", "H", "H", "H", "H", "H", "H", "H", "H", "H", "H", "H", "H", "H", "H", "C", "O", "C", "C", "N", "C", "C", "O", "C", "H", "H", "H", "H", "H", "H", "H", "H", "H", "H", "H", "H", "H", "H", "H", "C", "N", "O", "O", "H", "H", "H", "C", "N", "O", "O", "H", "H", "H", "C", "N", "O", "O", "H", "H", "H", "C", "N", "O", "O", "H", "H", "H", "C", "N", "O", "O", "H", "H", "H", "C", "N", "O", "O", "H", "H", "H", "C", "N", "O", "O", "H", "H", "H", "C", "N", "O", "O", "H", "H", "H", "C", "N", "O", "O", "H", "H", "H"], "xyz": [[-8.086, 24.638, 22.653], [-10.241, 22.739, 21.497], [-11.064, 23.870, 21.299], [-9.004, 23.029, 20.882], [-10.381, 22.146, 22.958], [-11.632, 21.986, 23.313], [-9.812, 20.949, 23.164], [-9.921, 23.074, 23.847], [-12.376, 23.742, 20.723], [-12.757, 25.240, 20.602], [-12.070, 25.866, 20.031], [-13.731, 25.192, 20.114], [-13.010, 25.749, 21.532], [-13.108, 23.215, 21.333], [-12.394, 23.246, 19.752], [-10.683, 21.915, 20.936], [-8.665, 18.760, 18.856], [-7.896, 19.905, 19.527], [-8.258, 21.127, 18.979], [-8.386, 17.783, 19.249], [-8.311, 18.710, 17.826], [-9.735, 18.962, 18.890], [-6.837, 19.764, 19.311], [-8.097, 19.914, 20.598], [-8.442, 21.782, 19.656], [-16.696, 23.905, 21.063], [-17.967, 23.194, 21.497], [-18.140, 22.233, 20.525], [-16.540, 24.793, 21.675], [-16.840, 24.191, 20.021], [-15.893, 23.169, 21.112], [-18.641, 24.049, 21.547], [-17.797, 22.820, 22.507], [-19.030, 21.875, 20.576], [-15.152, 20.102, 21.630], [-14.856, 20.603, 20.210], [-16.055, 20.457, 19.496], [-14.756, 19.116, 21.875], [-16.233, 20.003, 21.728], [-14.801, 20.761, 22.424], [-14.016, 20.085, 19.748], [-14.607, 21.664, 20.198], [-16.703, 21.069, 19.852], [-13.385, 21.126, 26.989], [-13.348, 19.748, 26.680], [-12.051, 19.219, 26.363], [-11.978, 17.733, 25.854], [-12.320, 16.734, 26.862], [-11.235, 16.258, 27.682], [-11.610, 15.246, 28.759], [-11.970, 15.984, 29.921], [-13.110, 16.807, 29.791], [-12.601, 21.394, 27.696], [-14.382, 21.388, 27.344], [-13.155, 21.530, 26.003], [-11.370, 19.282, 27.212], [-11.495, 19.875, 25.693], [-10.945, 17.545, 25.560], [-12.593, 17.640, 24.959], [-12.948, 17.217, 27.488], [-10.791, 17.111, 28.195], [-10.547, 15.766, 26.994], [-10.659, 14.767, 28.993], [-12.372, 14.539, 28.432], [-13.396, 17.078, 30.807], [-14.017, 16.281, 29.494], [-12.962, 17.710, 29.198], [-5.550, 24.220, 28.727], [-6.490, 24.556, 27.683], [-6.273, 25.825, 26.946], [-6.954, 25.891, 25.495], [-6.938, 24.554, 24.818], [-5.541, 24.275, 24.491], [-5.431, 23.025, 23.679], [-5.883, 23.239, 22.344], [-5.854, 22.105, 21.491], [-5.820, 23.226, 29.082], [-5.536, 25.052, 29.432], [-4.568, 24.040, 28.290], [-5.203, 25.968, 26.792], [-6.718, 26.669, 27.472], [-6.374, 26.633, 24.946], [-7.965, 26.259, 25.670], [-7.307, 23.920, 25.513], [-4.995, 24.123, 25.422], [-5.079, 25.057, 23.889], [-6.030, 22.192, 24.049], [-4.439, 22.586, 23.571], [-6.392, 22.305, 20.564], [-6.410, 21.295, 21.963], [-4.843, 21.844, 21.181], [-12.748, 25.093, 25.853], [-12.437, 26.146, 25.007], [-11.292, 25.875, 24.121], [-10.659, 27.089, 23.544], [-9.485, 26.732, 22.771], [-8.632, 27.883, 22.505], [-7.793, 27.526, 21.303], [-7.061, 26.331, 21.480], [-6.218, 26.082, 20.391], [-13.697, 25.391, 26.297], [-12.012, 24.997, 26.652], [-12.931, 24.148, 25.342], [-11.573, 25.235, 23.285], [-10.575, 25.367, 24.765], [-10.486, 27.737, 24.403], [-11.405, 27.523, 22.878], [-9.922, 26.329, 21.955], [-7.973, 28.067, 23.354], [-9.224, 28.790, 22.381], [-7.172, 28.400, 21.103], [-8.486, 27.465, 20.464], [-6.682, 26.232, 19.416], [-5.614, 25.175, 20.389], [-5.383, 26.776, 20.480], [-23.460, 22.578, 19.344], [-22.451, 22.185, 18.388], [-22.345, 23.164, 17.338], [-21.337, 22.682, 16.222], [-20.001, 22.639, 16.766], [-19.139, 23.728, 16.236], [-17.776, 23.763, 16.852], [-16.863, 24.501, 15.953], [-15.710, 25.110, 16.574], [-23.842, 21.665, 19.800], [-24.311, 23.075, 18.879], [-23.043, 23.254, 20.091], [-21.924, 24.115, 17.665], [-23.202, 23.361, 16.694], [-21.381, 23.138, 15.233], [-21.626, 21.661, 15.972], [-19.872, 22.440, 17.748], [-19.541, 24.739, 16.306], [-19.019, 23.582, 15.163], [-17.376, 22.773, 17.073], [-17.905, 24.203, 17.841], [-14.905, 24.388, 16.706], [-15.902, 25.500, 17.573], [-15.392, 25.876, 15.867], [-13.296, 28.884, 16.030], [-12.939, 30.208, 15.725], [-12.444, 31.041, 16.789], [-13.311, 31.136, 18.093], [-14.636, 31.634, 17.687], [-14.831, 33.053, 17.417], [-16.319, 33.210, 16.870], [-16.449, 32.630, 15.565], [-17.669, 32.691, 14.966], [-13.648, 28.534, 15.060], [-14.121, 28.698, 16.718], [-12.419, 28.257, 16.189], [-12.414, 32.061, 16.406], [-11.450, 30.796, 17.163], [-12.856, 31.852, 18.777], [-13.448, 30.151, 18.539], [-14.574, 31.204, 16.775], [-14.196, 33.342, 16.580], [-14.507, 33.527, 18.344], [-16.516, 34.280, 16.793], [-17.017, 32.843, 17.622], [-17.549, 32.533, 13.895], [-18.000, 33.728, 15.018], [-18.437, 32.122, 15.491], [-9.334, 24.835, 28.749], [-10.245, 25.423, 29.711], [-10.216, 24.926, 30.863], [-10.915, 26.439, 29.443], [-8.315, 24.883, 29.133], [-9.257, 25.432, 27.840], [-9.702, 23.843, 28.486], [-7.557, 20.710, 28.489], [-6.694, 21.198, 27.328], [-5.447, 21.192, 27.400], [-7.236, 21.360, 26.266], [-7.084, 19.917, 29.067], [-8.398, 20.159, 28.068], [-7.901, 21.505, 29.151], [-16.961, 29.208, 18.660], [-18.239, 28.673, 18.014], [-19.270, 29.125, 18.406], [-18.159, 27.820, 17.110], [-16.769, 30.061, 18.008], [-16.215, 28.422, 18.774], [-17.221, 29.718, 19.588], [-13.946, 21.631, 14.832], [-13.538, 20.883, 16.062], [-14.145, 19.799, 16.244], [-12.696, 21.389, 16.750], [-14.784, 22.179, 15.264], [-14.302, 20.842, 14.170], [-13.185, 22.255, 14.364], [-8.835, 24.495, 17.647], [-9.341, 25.753, 17.146], [-9.425, 26.715, 17.925], [-9.675, 25.846, 15.953], [-9.410, 23.659, 17.248], [-8.961, 24.454, 18.729], [-7.789, 24.524, 17.342], [-9.237, 20.987, 15.800], [-10.089, 21.733, 14.750], [-10.960, 21.117, 14.170], [-9.687, 22.885, 14.430], [-8.534, 21.681, 16.262], [-8.809, 19.999, 15.631], [-9.906, 20.824, 16.646], [-15.783, 25.207, 24.799], [-16.215, 24.031, 25.599], [-16.285, 23.889, 26.756], [-16.530, 23.074, 24.939], [-15.238, 25.910, 25.429], [-16.631, 25.727, 24.353], [-14.963, 24.929, 24.137], [-11.896, 19.005, 21.325], [-11.602, 17.721, 21.904], [-10.426, 17.398, 22.056], [-12.523, 17.022, 22.248], [-12.613, 18.783, 20.534], [-10.974, 19.417, 20.916], [-12.249, 19.672, 22.112], [-7.644, 17.972, 24.349], [-7.305, 17.749, 25.821], [-8.003, 18.260, 26.703], [-6.333, 17.075, 26.021], [-8.641, 17.588, 24.131], [-6.966, 17.363, 23.752], [-7.390, 18.998, 24.082]], "atomic_forces_ev_per_a": [[0.4, -0.9, -0.3], [0.5, -1.1, -2.7], [0.0, -0.5, 1.1], [-0.4, 0.6, 3.6], [0.8, 0.9, -0.5], [-1.6, -0.1, -0.3], [0.6, 0.9, -0.4], [1.3, 0.2, 0.3], [0.5, 2.1, 0.5], [-1.6, -1.0, -0.4], [0.1, -0.4, -0.1], [-0.1, 0.5, -0.5], [0.5, -0.3, 0.4], [0.2, 0.0, 0.5], [0.5, 0.0, -0.2], [-0.3, -0.4, -0.4], [0.8, 0.4, -0.2], [-0.1, -1.0, 0.1], [-0.4, 0.7, -1.3], [-0.3, 0.1, 0.4], [-0.4, 0.2, -0.3], [0.0, -0.3, 0.0], [0.3, -0.2, 0.5], [0.2, -0.2, 0.2], [-0.3, 0.5, 0.7], [0.0, -0.3, 0.0], [1.9, 2.1, 0.8], [-1.1, -0.9, -0.7], [0.4, -0.1, 0.0], [0.2, 0.2, 0.0], [0.4, 0.4, 0.1], [-1.2, -0.6, -0.2], [-0.4, -0.4, 0.1], [-0.1, -0.3, 0.0], [0.4, -0.1, 0.6], [-0.7, 0.2, 1.0], [0.3, -0.6, -1.5], [0.1, -0.1, -0.3], [0.0, 0.2, 0.1], [0.1, 0.2, 0.0], [-0.4, -0.2, -0.4], [0.4, 0.2, 0.2], [-0.2, 0.2, 0.2], [0.7, -0.8, -1.1], [0.1, -2.0, 0.3], [0.8, -0.1, 0.2], [-0.2, 1.1, 0.4], [-1.5, 0.4, -0.2], [0.2, -0.3, -0.8], [0.6, 1.6, -0.2], [-0.5, -0.5, 0.3], [-0.4, -0.4, 1.2], [0.0, 0.2, 0.2], [0.2, 0.0, -0.1], [-0.1, 1.3, 0.1], [-0.2, -0.1, 0.8], [-0.4, 0.2, -0.8], [0.1, 0.3, -0.2], [-0.2, -0.2, 0.0], [-0.5, -0.3, -0.2], [0.8, -0.1, 0.1], [0.4, 0.2, 0.1], [-0.3, -0.4, 0.3], [-0.1, -0.1, 0.1], [0.4, 0.5, 0.1], [0.1, -0.3, -0.8], [0.1, 0.0, 0.1], [0.0, 0.3, -1.3], [-0.5, 1.5, -1.7], [0.0, -1.4, 0.0], [0.2, -1.2, 2.0], [-0.7, 2.7, -1.4], [0.5, -1.4, 0.2], [0.1, -2.1, -0.6], [-1.2, 1.9, -0.9], [-0.5, -0.1, -0.2], [-0.4, 0.3, 0.3], [0.1, -0.4, 0.5], [0.2, 0.3, 0.0], [0.1, 0.1, 0.3], [0.3, 0.1, 0.4], [-0.1, -0.1, -0.2], [-0.2, -0.2, -0.4], [0.2, -1.1, 0.3], [0.3, 0.0, -0.1], [-0.3, 0.5, 0.2], [-0.2, 0.1, 0.8], [0.5, 0.5, 0.5], [-0.1, 0.5, 0.2], [0.4, -0.3, 0.1], [0.2, -0.2, 0.5], [-0.6, -0.1, 0.7], [1.4, 1.1, -2.4], [-1.1, -1.2, 1.6], [-1.4, 0.5, 1.2], [0.0, -1.1, 1.0], [0.5, -0.9, 0.0], [-0.9, 1.8, -0.4], [-0.9, -1.1, 1.0], [2.3, 0.7, -1.1], [0.3, -0.2, 0.4], [0.1, -0.3, 0.0], [0.3, -0.2, -0.2], [-0.2, -0.5, 0.2], [0.3, -0.3, -0.2], [0.5, 0.4, -0.4], [0.0, 0.6, 0.0], [0.3, 0.2, -1.0], [-0.1, -0.2, 0.3], [0.1, 0.1, -0.5], [0.6, -0.3, -0.1], [0.1, -0.5, -0.4], [-0.4, -0.1, 0.2], [-1.1, -0.7, 0.6], [-0.1, 0.7, -0.3], [0.4, -0.4, -0.4], [-0.9, 1.3, -0.8], [1.4, -0.2, -2.2], [-0.4, -1.6, 2.4], [1.9, 1.2, -1.5], [-0.3, -0.7, -0.4], [1.2, 0.3, -0.1], [-0.6, -0.2, 1.6], [-0.8, -0.8, -0.5], [0.2, 0.1, 0.2], [0.1, 0.0, -0.3], [0.1, 0.0, 0.1], [-0.3, 0.1, 0.6], [-1.1, -0.2, 1.0], [0.0, 0.9, 0.5], [-0.2, -0.4, 0.2], [-0.5, 0.2, -0.1], [-0.5, 0.2, 0.3], [0.0, -0.3, -0.1], [0.1, -0.3, -0.4], [0.5, 0.7, 0.1], [0.2, -0.3, -0.1], [-0.4, 0.4, -0.1], [0.0, 0.1, 0.3], [0.3, -0.7, -1.6], [0.0, 1.4, 1.5], [0.0, 0.0, 1.3], [-0.3, 0.8, -1.4], [-0.1, -1.5, -0.3], [-0.7, -1.4, -1.1], [1.1, 0.9, 0.4], [2.7, -0.7, 1.8], [-1.2, 1.7, -0.1], [-0.3, -0.2, 0.0], [0.2, 0.4, 0.5], [0.1, 0.0, 0.7], [0.1, -0.2, -0.4], [0.4, -0.5, -0.6], [0.3, -0.3, 0.2], [0.2, 0.1, 0.3], [-1.5, -0.2, -0.6], [0.2, 0.6, 0.0], [-0.8, 0.8, -0.2], [-0.1, 0.3, -0.1], [-0.2, -0.6, -0.2], [-0.1, -0.8, 0.2], [-0.5, 0.4, 0.0], [-0.1, -0.6, -0.4], [0.7, 0.1, -1.3], [-1.0, 1.5, 3.3], [-0.2, 0.7, -2.6], [1.1, -1.9, -0.2], [-0.3, -0.6, 0.4], [-0.6, 0.2, 0.1], [0.4, -0.1, 0.3], [0.6, -0.7, -1.2], [-0.5, -1.0, 6.0], [3.0, 0.0, 1.0], [-3.7, 1.3, -6.1], [0.7, 0.4, 0.1], [-0.2, 0.6, -0.2], [0.1, 0.3, -0.1], [-1.2, 0.6, -0.5], [1.1, -1.9, -0.8], [-1.0, 0.7, 0.4], [0.5, 1.3, 1.4], [1.0, -0.4, -0.2], [-0.1, 0.3, -0.4], [-0.2, -0.6, 0.1], [-0.9, -0.7, 0.3], [-1.1, -2.0, -1.4], [1.6, 2.3, 0.2], [0.5, -0.1, 1.1], [-0.1, 0.4, -0.7], [-0.1, 0.4, -0.1], [0.1, -0.2, 0.6], [0.2, -0.8, 0.6], [-1.9, 2.5, -1.8], [0.3, -1.1, -0.4], [0.8, -0.5, 2.2], [0.3, 0.2, -0.5], [0.3, 0.2, 0.0], [0.0, -0.6, 0.1], [-1.1, 1.1, 1.8], [2.6, 0.5, -1.5], [0.2, 0.5, 0.7], [-1.3, -2.4, 1.2], [0.2, 0.0, -0.8], [-0.2, 0.4, -1.2], [-0.5, -0.1, -0.1], [1.3, 1.5, 1.0], [-0.6, -1.9, -2.6], [0.8, 2.6, 4.6], [-0.3, -1.0, -3.1], [-0.7, 0.1, 0.4], [0.1, -0.6, -0.1], [-0.8, -0.6, -0.5], [0.2, 0.9, -0.9], [1.4, -1.6, 1.2], [-0.3, 0.4, -0.2], [-0.5, 0.1, -0.1], [-0.1, 0.5, 0.2], [-0.1, -0.2, 0.0], [-0.4, -0.2, -0.1], [0.6, -0.5, 0.0], [-1.1, 1.0, 0.1], [0.5, -0.7, -1.5], [0.6, -0.5, 0.3], [-0.2, 0.7, 0.3], [0.1, -0.2, 0.5], [-0.7, 0.2, 0.4]], "mulliken_spin": [1.69, 0.04, -0.05, 0.02, -0.01, 0.00, 0.00, 0.03, -0.01, 0.00, 0.00, 0.00, 0.00, 0.00, 0.00, 0.02, 0.00, 0.00, 0.00, 0.00, 0.00, 0.00, 0.00, 0.00, 0.01, 0.00, 0.00, 0.00, 0.00, 0.00, 0.00, 0.00, 0.00, 0.00, 0.00, 0.00, 0.00, 0.00, 0.00, 0.00, 0.00, 0.00, 0.00, 0.00, 0.00, 0.00, 0.00, 0.00, 0.00, 0.00, 0.00, 0.00, 0.00, 0.00, 0.00, 0.00, 0.00, 0.00, 0.00, 0.00, 0.00, 0.00, 0.00, 0.00, 0.00, 0.00, 0.00, 0.03, -0.02, 0.01, 0.06, -0.11, 0.04, -0.01, 0.05, 0.02, 0.00, 0.00, -0.01, 0.00, 0.00, -0.01, -0.01, 0.06, 0.01, -0.01, 0.02, 0.00, 0.00, 0.00, 0.00, 0.00, 0.00, 0.02, 0.03, 0.05, 0.01, 0.01, 0.00, 0.04, 0.00, 0.00, 0.00, 0.01, 0.03, 0.00, 0.00, -0.02, 0.00, 0.00, 0.00, 0.00, 0.00, -0.01, 0.00, 0.00, 0.00, 0.00, 0.00, 0.00, 0.00, 0.00, 0.00, 0.00, 0.00, 0.00, 0.00, 0.00, 0.00, 0.00, 0.00, 0.00, 0.00, 0.00, 0.00, 0.00, 0.00, 0.00, 0.00, 0.00, 0.00, 0.00, 0.00, 0.00, 0.00, 0.00, 0.00, 0.00, 0.00, 0.00, 0.00, 0.00, 0.00, 0.00, 0.00, 0.00, 0.00, 0.00, 0.00, 0.00, 0.00, 0.00, 0.00, 0.01, 0.00, 0.00, 0.00, 0.00, 0.00, 0.00, -0.02, 0.52, 0.27, 0.18, 0.00, 0.01, 0.02, 0.00, 0.00, 0.00, 0.00, 0.00, 0.00, 0.00, 0.00, 0.00, 0.00, 0.00, 0.00, 0.00, 0.00, 0.00, 0.00, 0.00, 0.00, 0.00, 0.00, 0.00, 0.00, 0.00, 0.00, 0.00, 0.00, 0.00, 0.00, 0.00, 0.00, 0.00, 0.00, 0.00, 0.00, 0.00, 0.00, 0.00, 0.00, 0.00, 0.00, 0.00, 0.00, 0.00, 0.01, -0.01, 0.00, 0.00, 0.00, 0.02]}